<w>
# C7H11N3O2

One molecule with the formula C7H11N3O2 (the ωB97M-V functional and the def2-TZVPD basis, the Open Molecules 2025 dataset).

## Properties
HOMO-LUMO gap = 9.001 eV
E_HOMO = -9.6 eV
Multiplicity = 1
SMILES = Cc1cnn(C(C)C)c1[N+](=O)[O-]

Last column: Mulliken charge in e.
Atoms and positions in Å:
C -2.9420 -1.6852 0.1979  -1.07
C -1.5522 -1.1797 -0.0660  0.44
C -0.4258 -2.0332 -0.1545  -0.50
N 0.7512 -1.3476 -0.2227  -1.01
N 0.4549 -0.0716 -0.3399  0.98
C 1.4014 0.9306 -0.1271  0.57
C 2.5572 0.6089 -1.0222  -1.33
C 1.5950 1.1231 1.4225  -1.35
C -0.9968 0.1240 -0.0941  -0.07
N -1.6481 1.3429 -0.2103  0.93
O -2.7603 1.4737 0.2910  -0.60
O -1.0630 2.2028 -0.8491  -0.62
H -2.9260 -2.3334 1.1546  0.26
H -3.7054 -0.8255 0.1093  0.26
H -3.1417 -2.3427 -0.6027  0.38
H -0.5177 -3.0746 -0.3600  0.43
H 1.1108 1.9791 -0.5881  0.16
H 3.2200 -0.1554 -0.5621  0.31
H 3.1276 1.5569 -1.3940  0.30
H 2.3064 0.0642 -1.9287  0.41
H 0.6571 1.3236 1.8509  0.39
H 2.2900 1.9397 1.5558  0.42
H 2.2074 0.3794 1.9395  0.31

<x>
# C7H11N3O2

A 2-piece molecular cluster, C7H11N3O2 overall (the ωB97M-V functional and the def2-TZVPD basis, the Open Molecules 2025 dataset).

## Properties
HOMO-LUMO gap (alpha / beta) = 6.901 / 6.683 eV
E_HOMO (alpha / beta) = -6.5 / -6.3 eV
Multiplicity = 1

Last column: Mulliken charge in e.
Atoms and positions in Å:
C -1.9295 0.3641 -0.2551  -0.46
C 0.5317 2.2821 -0.7322  0.05
C -1.9354 1.7018 -0.5169  0.24
C 2.1587 -1.1324 0.1209  0.22
C -0.4066 -2.6471 1.0002  -0.95
C 3.3413 -0.2154 -0.5617  -0.79
C -0.2411 -1.2589 0.5059  0.52
N -0.7370 2.5266 -0.4141  -0.11
N -0.7861 -0.2854 0.0857  -0.20
N -3.0959 2.3496 -0.7432  -0.53
O 1.4749 2.9551 -0.3170  -0.62
O 2.4320 -2.2475 0.4021  -0.46
H -2.8004 -0.1719 -0.4395  0.33
H 0.7862 1.4962 -1.4275  0.41
H -0.9494 -2.6478 1.9889  0.27
H -0.9582 -3.4593 0.3842  0.27
H 0.6640 -3.0996 1.1823  0.28
H 3.7148 -0.7318 -1.5000  0.29
H 3.9185 -0.0381 0.3983  0.27
H 2.8950 0.7155 -0.8558  0.15
H -0.9189 3.4355 -0.0909  0.28
H -3.0737 3.2390 -1.3068  0.26
H -3.9844 1.8136 -1.0641  0.26

<x> is the least stable structure shown above.